No. 1
{"formula": "C2H5S", "method": "wB97M-V/def2-TZVPD", "charge": -1, "lumo_ev": 3.9504, "de_lowest_kcal_mol": 28.5, "species": ["C", "H", "H", "S", "H", "C", "H", "H"], "coordinates": [[1.1129, 0.7637, 1.1517], [0.9562, -0.9983, 0.0027], [-2.8948, -1.4393, -1.3727], [-2.0571, -1.0502, -2.3525], [2.1843, 0.7199, 1.2070], [0.5486, -0.0191, 0.1899], [0.5113, 1.6217, 1.4460], [-0.3615, 0.4017, -0.2721]], "lowdin_charge": [-0.11, 0.04, -0.50, -0.39, 0.02, -0.08, 0.03, 0.01]}



No. 2
{"formula": "C4H3NO3", "method": "wB97M-V/def2-TZVPD", "lumo_ev": -0.7289, "de_lowest_kcal_mol": 72.1, "smiles": "O=C1C=C/C(=N\\O)O1", "species": ["H", "O", "C", "H", "O", "N", "O", "H", "C", "C", "C"], "coordinates": [[2.1007, 1.7391, 0.0964], [-2.6166, -0.1799, 0.0733], [1.3431, 0.9534, -0.0060], [-3.3410, -0.8110, 0.5735], [2.8753, -0.9269, 0.1583], [-1.5605, -1.0835, -0.0386], [0.7029, -1.2634, -0.2915], [-0.8673, 1.5718, -0.2215], [0.0282, 0.9435, -0.1784], [1.7600, -0.4473, -0.0124], [-0.4246, -0.4958, -0.1530]], "lowdin_charge": [0.14, -0.11, 0.04, 0.19, 0.12, 0.06, 0.12, 0.12, 0.06, -0.45, -0.30]}



No. 3
{"formula": "C35H38N4O3PPtS", "method": "wB97M-V/def2-TZVPD", "charge": 1, "lumo_ev": -2.7212, "de_lowest_kcal_mol": 0.0, "species": ["C", "H", "C", "H", "H", "C", "H", "H", "H", "H", "C", "P", "H", "C", "H", "C", "C", "H", "C", "C", "C", "H", "S", "N", "H", "C", "H", "C", "H", "C", "H", "N", "O", "C", "O", "H", "H", "H", "C", "C", "C", "N", "C", "H", "C", "C", "H", "C", "H", "H", "H", "H", "H", "H", "C", "N", "H", "C", "C", "H", "H", "H", "Pt", "H", "C", "C", "C", "C", "H", "C", "C", "O", "H", "C", "C", "H", "H", "H", "C", "H", "C", "C", "H"], "coordinates": [[1.9627, 0.4484, 2.4449], [-1.2333, 1.6233, 3.2139], [-1.6614, -6.2781, 1.7998], [-1.4142, -5.9819, 0.7796], [-4.3703, 4.3570, -2.1186], [1.7564, -1.7347, 0.6214], [0.4225, 3.7311, -6.3909], [-3.8580, -3.1518, -0.9051], [-2.2000, 3.4834, -2.9752], [2.5212, 4.0345, -7.4481], [3.7608, 0.2110, -0.8057], [1.4318, 0.0414, 0.7465], [-5.2175, 3.6002, 0.0959], [-3.7502, -3.5144, 1.2164], [3.0519, 1.2106, 6.0837], [-2.0389, 0.0005, 4.3917], [-1.9209, 2.2393, -1.2528], [-3.7929, -5.9640, 1.6006], [1.5053, -0.3392, 3.5057], [4.5714, 2.2809, -1.7221], [-2.3026, -3.5848, 3.2539], [-3.8299, -2.4587, 1.4689], [-0.4589, 0.6438, -2.7407], [-0.6479, 1.6650, -1.4375], [-3.8703, 1.9327, 1.3862], [0.5843, 1.4785, -3.8857], [2.7879, -1.9524, 0.8939], [-3.5496, 2.3078, 0.4229], [3.7600, 1.4433, -5.0123], [2.6313, 0.8643, -0.3213], [-1.0218, 2.6296, -4.7222], [-2.9353, -4.1877, 2.2251], [0.2780, -0.4899, -2.2441], [4.7263, 0.9194, -1.5071], [-1.7413, 0.4639, -3.3636], [3.9027, -0.8483, -0.6406], [-2.1947, 0.6065, 5.2725], [3.8916, 2.5973, 4.2170], [0.0365, 2.4086, -4.7570], [2.4677, 2.2282, -0.5649], [-1.5904, -1.4397, 2.1297], [-2.4085, 1.8245, -0.0666], [2.7458, 0.9979, 5.0681], [5.6031, 0.4057, -1.8785], [1.8941, -0.0671, 4.8066], [-3.8053, 3.6388, -1.5395], [-1.7334, -7.3652, 1.8308], [2.7165, 1.7249, -4.9341], [3.3048, 3.9917, -1.4414], [3.4641, 2.5460, -7.5369], [-2.6941, -1.8547, 5.2750], [-4.7631, -3.9202, 1.2862], [3.9237, 3.8064, -6.4010], [3.2216, 2.1109, 1.9119], [-2.9735, -5.6555, 2.2499], [-1.2842, -0.1344, 2.1435], [1.5752, 2.7349, -0.2179], [2.1952, 2.6741, -5.8108], [3.4377, 2.9339, -1.2576], [1.1052, -2.2690, 1.3129], [-3.2314, -4.7451, -0.4910], [-1.3821, -1.9676, 1.2085], [-0.6917, 0.7229, 0.3772], [-0.8524, -5.9746, 2.4629], [0.8473, 3.0088, -5.7051], [3.2149, 1.7760, 4.0221], [-2.1184, -2.0874, 3.2280], [-4.2867, 3.2215, -0.2991], [-2.2058, -3.3244, -0.3088], [-2.3264, -1.3534, 4.3893], [3.0703, 3.3033, -6.8578], [-1.8207, -4.1876, 4.1992], [0.8607, -1.1917, 3.3249], [-1.5129, 0.5794, 3.2516], [-2.6061, 3.1571, -2.0299], [-3.2095, -5.9729, 3.2654], [1.5474, -2.0689, -0.3950], [1.5415, -0.6945, 5.6148], [1.9234, 1.1272, -3.9701], [5.3304, 2.8325, -2.2609], [-3.2271, -3.6944, -0.2009], [2.8328, 1.5007, 2.7158], [2.3279, 0.3846, -3.2963]], "lowdin_charge": [-0.33, 0.12, -0.06, 0.07, 0.12, -0.21, 0.12, 0.08, 0.11, 0.08, -0.07, 0.86, 0.11, -0.20, 0.11, -0.01, -0.41, 0.12, -0.11, -0.07, -0.42, 0.11, 0.60, -0.26, 0.12, -0.28, 0.06, -0.10, 0.12, -0.38, 0.10, -0.05, -0.34, -0.07, -0.28, 0.10, 0.12, 0.11, -0.05, -0.12, -0.09, -0.06, -0.07, 0.11, -0.07, -0.03, 0.08, -0.03, 0.11, 0.09, 0.14, 0.13, 0.09, 0.10, -0.19, -0.15, 0.09, -0.26, -0.06, 0.04, 0.08, 0.11, 1.00, 0.07, -0.02, -0.06, -0.09, -0.05, 0.07, 0.04, -0.04, 0.09, 0.09, -0.12, 0.01, 0.12, 0.06, 0.11, -0.05, 0.11, -0.06, -0.07, 0.10]}